An isolated molecule of C23H23ClN4O3 in a non-equilibrium geometry, computed with ωB97M-V/def2-TZVPD.

The geometry in XYZ format:
```
54
C23H23ClN4O3 | OMol25 | ωB97M-V/def2-TZVPD
C 4.693 -1.035 2.908
C 5.242 -1.327 1.429
O 4.488 -2.473 0.811
C 3.405 -2.355 0.311
C 2.901 -1.135 0.062
C 1.551 -1.186 -0.314
C 0.952 -2.351 -0.597
C -0.547 -2.417 -1.476
O -0.576 -1.515 -2.467
N -1.594 -3.014 -0.756
C -1.343 -3.472 0.478
C -1.675 -2.255 1.631
N -2.639 -1.245 0.718
C -2.060 -0.100 0.540
C -2.471 0.604 -0.839
N -2.090 1.554 -1.490
N -1.141 2.308 -0.391
C -0.848 3.540 -1.228
C -1.611 4.253 -1.759
C -1.297 5.540 -2.433
C -0.106 5.927 -2.451
C 0.996 5.219 -1.781
C 0.551 4.075 -1.058
C -0.673 1.848 0.854
O 0.072 2.611 1.357
C -1.088 0.648 1.083
Cl -0.617 0.315 2.780
C -3.627 -2.085 0.135
C -2.943 -2.842 -0.877
C 1.542 -3.610 -0.784
C 2.803 -3.663 -0.192
H 3.659 -0.775 2.704
H 5.217 -0.167 3.118
H 4.802 -1.845 3.589
H 6.305 -1.939 1.643
H 5.231 -0.610 0.733
H 3.084 -0.304 0.392
H 1.027 -0.054 -0.496
H -0.360 -3.845 0.946
H -1.978 -4.159 0.794
H -2.275 -2.443 2.369
H -0.737 -1.673 1.906
H -2.966 0.155 -1.445
H -2.724 3.931 -1.717
H -2.025 6.021 -3.230
H 0.046 6.867 -2.856
H 2.014 5.633 -1.568
H 1.473 3.539 -0.510
H -4.043 -2.504 0.851
H -4.272 -1.363 -0.382
H -2.790 -2.216 -1.998
H -3.264 -3.654 -1.254
H 0.914 -4.607 -1.020
H 3.358 -4.461 -0.026
```

SMILES string: CCOc1ccc(C(=O)N2CCN(c3cnn(-c4ccccc4)c(=O)c3Cl)CC2)cc1
E_tot in eV: -48830.2996